# 1
Computed, not measured: C35H50NOPPt as an isolated structure, with wB97M-V/def2-TZVPD.

charge	-2
relative energy (zero: lowest compared OMol25 entry of this formula, charge and spin)	0.417	eV
highest occupied orbital energy	0.88	eV
total energy	-53179.4076	eV
F_max	0.19	eV/A
orbital gap	3.57	eV

```
89
Properties=species:S:1:pos:R:3:forces:R:3:mulliken_charge:R:1
Pt 0.138360 0.421680 -0.440867 0.1 0.1 0.1 2.16
C 2.182248 -0.253433 2.234422 0.0 0.0 0.0 -1.45
C 0.926342 0.417374 2.786132 0.0 0.0 0.0 2.29
C 0.688673 -0.002675 4.234270 0.0 0.0 0.0 -1.98
P -0.484848 0.148725 1.642524 0.0 0.0 0.0 0.17
C -1.909669 0.989620 2.481128 0.0 0.0 0.0 0.44
C -1.602062 2.388484 3.005035 0.0 0.0 0.0 -1.63
C -3.093722 1.000018 1.516308 0.0 0.0 0.0 -1.49
C -1.001759 -1.590447 1.708799 0.0 0.0 0.0 -0.27
C -1.501833 -2.221897 2.843092 0.0 0.0 0.0 -0.05
C -2.030210 -3.505757 2.826320 0.0 0.0 0.0 0.31
C -2.539950 -4.173073 4.076822 0.0 0.0 0.0 -1.65
C -2.073259 -4.146273 1.584256 0.0 0.0 0.0 -1.00
C -1.593634 -3.560242 0.434244 0.0 0.0 0.0 -0.57
C -1.000681 -2.261503 0.449218 0.1 -0.1 0.0 0.60
N -0.468736 -1.666382 -0.634946 -0.1 0.1 0.0 -0.19
C -0.780290 -2.216466 -1.897864 0.1 0.0 0.0 -0.89
C -1.894424 -1.748893 -2.611315 0.1 0.1 0.0 1.27
C -2.777265 -0.694777 -2.009041 0.0 0.0 0.0 -1.03
C -2.171345 -2.269102 -3.870112 0.0 0.0 0.0 -1.21
C -1.378641 -3.252792 -4.447315 0.0 0.0 0.0 0.93
C -1.663333 -3.761633 -5.836947 0.0 0.0 0.0 -1.55
C -0.301346 -3.731369 -3.714634 0.0 0.0 0.0 -1.13
C 0.001855 -3.235509 -2.451105 0.0 0.0 0.0 1.41
C 1.135207 -3.807722 -1.652646 0.0 0.0 0.0 -1.40
H 3.013093 -0.089563 2.927429 0.0 0.0 0.0 0.54
H 2.452275 0.179437 1.272496 0.0 0.0 0.0 0.08
H 2.035491 -1.332232 2.111585 0.0 0.0 0.0 0.23
H 1.098179 1.501941 2.747997 0.0 0.0 0.0 -1.36
H 0.674971 -1.092022 4.326264 0.0 0.0 0.0 0.37
H -0.246071 0.386596 4.644563 0.0 0.0 0.0 0.36
H 1.505117 0.379108 4.853675 0.0 0.0 0.0 0.49
H -2.167625 0.348452 3.331165 0.0 0.0 0.0 0.56
H -1.285420 3.065820 2.212570 0.0 0.0 0.0 0.29
H -0.795536 2.391367 3.739172 0.0 0.0 0.0 0.25
H -2.497871 2.804940 3.479716 0.0 0.0 0.0 0.53
H -2.855254 1.597948 0.633821 0.0 0.0 0.0 0.17
H -3.976641 1.429740 2.000569 0.0 0.0 0.0 0.48
H -3.339301 -0.008889 1.179282 0.0 0.0 0.0 0.27
H -1.500463 -1.682330 3.785885 0.0 0.0 0.0 0.11
H -2.567948 -3.464804 4.907498 0.0 0.0 0.0 0.37
H -1.907070 -5.011520 4.387200 0.0 0.0 0.0 0.30
H -3.552780 -4.566945 3.946476 0.0 0.0 0.0 0.33
H -2.504991 -5.142963 1.518508 0.0 0.0 0.0 0.31
H -1.660345 -4.093342 -0.506520 0.0 0.0 0.0 0.41
H -2.177040 0.141114 -1.642112 0.0 0.0 0.0 -0.03
H -3.321127 -1.092528 -1.147238 0.0 0.0 0.0 0.19
H -3.502561 -0.330591 -2.739841 0.0 0.0 0.0 0.43
H -3.028929 -1.885988 -4.417859 0.0 0.0 0.0 0.32
H -2.737082 -3.803755 -6.032711 0.0 0.0 0.0 0.36
H -1.253739 -4.763358 -5.981837 0.0 0.0 0.0 0.38
H -1.218300 -3.112254 -6.596398 0.0 0.0 0.0 0.26
H 0.320430 -4.519614 -4.132084 0.0 0.0 0.0 0.29
H 1.566506 -4.677393 -2.154295 0.0 0.0 0.0 0.42
H 0.796090 -4.105911 -0.657972 0.0 0.0 0.0 0.24
H 1.909666 -3.060322 -1.508823 0.1 0.1 0.0 0.06
C -0.551636 4.731275 -1.154771 0.0 0.0 0.0 -2.38
C 0.545742 3.698678 -0.959575 0.0 0.1 0.0 1.09
C 1.425974 3.697297 -2.184543 0.0 0.0 0.0 -1.31
C 0.151851 2.468503 -0.149997 0.0 0.1 0.0 -1.46
C 1.138431 3.526493 0.429922 0.0 -0.1 0.0 3.35
C 0.708387 4.431509 1.544481 0.1 0.0 0.0 -1.22
C 1.313419 4.376430 2.768491 0.0 0.0 0.0 -0.02
C 2.487939 3.624536 3.009456 0.0 0.0 0.0 -1.22
C 3.151208 3.157614 1.841449 0.0 0.0 0.0 -0.26
C 2.585066 3.183795 0.602168 0.0 0.0 0.0 -1.00
H -1.101138 4.512071 -2.078643 0.0 0.0 0.0 0.45
H -0.136466 5.743335 -1.244587 0.0 0.0 0.0 0.41
H -1.270156 4.735321 -0.335904 0.0 0.0 0.0 0.40
H 0.837644 3.449540 -3.074655 0.0 0.0 0.0 0.43
H 2.244084 2.994661 -2.134464 0.1 -0.1 0.0 0.21
H 1.857067 4.697210 -2.327614 0.0 0.0 0.0 0.38
H -0.835998 2.698440 0.265003 0.0 0.0 -0.1 -0.04
H -0.142765 5.089611 1.402496 0.0 0.0 0.0 0.15
H 0.897296 4.980213 3.576495 0.0 0.0 0.0 0.30
H 2.996308 3.663669 3.965995 0.0 0.0 0.0 0.27
H 4.179011 2.803752 1.926379 0.0 0.0 0.0 0.30
H 3.175723 2.880400 -0.253157 0.0 0.0 0.0 0.03
C 2.954680 0.697270 -3.691206 0.0 0.0 0.0 -1.82
C 2.491408 0.447544 -2.254311 0.0 0.0 0.0 2.57
C 3.285724 -0.726342 -1.659764 0.0 -0.1 0.0 -1.42
O 1.118451 0.262024 -2.257326 -0.1 0.1 -0.2 -0.86
H 4.039876 0.841103 -3.750384 0.0 0.0 0.0 0.37
H 2.457539 1.578536 -4.098517 0.0 0.0 0.0 0.31
H 2.678158 -0.165710 -4.304793 0.0 0.0 0.0 0.43
H 2.779916 1.311322 -1.644051 0.0 0.1 0.0 -1.31
H 3.389105 -1.543536 -2.381343 -0.1 -0.1 0.0 0.36
H 2.775489 -1.098359 -0.769768 0.0 0.0 0.0 0.03
H 4.291299 -0.404306 -1.366931 0.0 0.0 0.0 0.43
```
Positions in Å, forces in eV/Å.

# 2
Computed, not measured: the molecule C2H6N2O, with wB97M-V/def2-TZVPD.

charge	0
relative energy (zero: lowest compared OMol25 entry of this formula, charge and spin)	2.044	eV
highest occupied orbital energy	-9.58	eV
total energy	-7197.7436	eV
F_max	1.61	eV/A
structure (SMILES)	CN(N)C=O
orbital gap	10.31	eV

```
11
Properties=species:S:1:pos:R:3:forces:R:3:mulliken_charge:R:1
C 0.987588 -0.657175 0.050145 0.1 -1.2 -0.1 -0.83
C -1.444184 -0.448703 -0.136512 0.2 -0.6 0.6 0.17
H 1.653879 -0.639251 -0.848163 -0.2 0.3 0.9 0.28
H 1.488777 -0.398658 1.010363 0.0 0.1 -0.8 0.30
H 0.679284 -1.731489 0.174996 0.2 1.0 -0.2 0.28
H 0.577169 1.905641 -0.770430 -0.8 -0.5 1.1 0.27
H 0.211723 1.744594 0.924131 -0.2 0.3 -1.6 0.25
H -1.353509 -1.597082 -0.274048 -0.1 1.5 0.1 0.19
N -0.198537 0.147377 -0.142244 -0.3 -0.3 -0.5 0.22
N -0.113451 1.557519 -0.061196 1.0 -0.3 0.9 -0.61
O -2.488744 0.117229 0.072963 0.3 -0.3 -0.5 -0.51
```
Positions in Å, forces in eV/Å.

# 3
Computed, not measured: a 2-piece molecular cluster, C8H10BrIN3S overall, with wB97M-V/def2-TZVPD.

charge	+1
relative energy (zero: lowest compared OMol25 entry of this formula, charge and spin)	3.546	eV
highest occupied orbital energy (spin up / spin down)	-11.49 / -11.39	eV
total energy	-101894.2807	eV
F_max	5.71	eV/A
orbital gap (spin up / spin down)	6.35 / 6.32	eV

```
24
Properties=species:S:1:pos:R:3:forces:R:3:mulliken_charge:R:1
C -1.211889 0.613818 1.967595 1.7 2.0 -4.3 -0.14
C -1.933493 0.545206 0.693854 -2.0 -1.5 1.1 -0.16
C 0.012245 1.517730 0.404940 1.2 -0.5 1.2 0.11
C -1.256286 1.418729 -1.487321 -3.7 -0.6 -4.3 -0.07
C 0.212826 -1.399261 0.059525 0.7 0.9 -0.3 -0.18
C 0.891957 2.082427 -0.444899 0.7 1.8 -0.1 -0.41
C 1.136449 -1.987238 2.204058 1.6 -3.7 0.1 -0.89
C 1.162891 0.861657 -2.807564 0.3 -2.9 -0.8 -0.57
N -0.036915 1.211436 1.784093 -0.6 -0.1 -0.8 -0.57
N -1.168120 1.023179 -0.265744 0.9 1.0 2.8 0.38
N 0.436970 -2.265025 0.968665 0.8 0.1 0.3 0.01
S 0.192765 2.165998 -2.113804 -0.8 0.0 2.2 0.09
Br -0.667660 -2.130383 -1.432666 -0.5 -0.6 -0.6 -0.14
I -3.847118 -0.268840 0.322494 1.0 0.5 0.2 0.23
H -1.542440 0.271637 2.882318 -0.6 -0.7 1.8 0.53
H -2.295694 1.224374 -2.028779 2.8 0.6 0.8 0.26
H 1.801676 2.735681 -0.313155 -1.1 -1.3 0.3 0.46
H 0.419141 -2.356607 2.929954 0.3 0.8 0.9 0.33
H 2.085166 -2.741494 2.326825 -2.2 1.9 -0.5 0.27
H 1.450475 -0.995146 2.178097 0.3 1.6 0.6 0.37
H 2.237580 1.178520 -2.938339 -1.3 -0.1 0.0 0.37
H 0.651712 0.534585 -3.791149 1.1 0.7 1.5 0.35
H 1.109985 -0.032475 -2.078563 0.1 1.4 -1.1 0.05
H 0.157775 -3.208519 0.979565 -0.8 -1.6 -0.8 0.29
```
Positions in Å, forces in eV/Å.

# 4
Computed, not measured: the molecule C10H12Si, with wB97M-V/def2-TZVPD.

charge	0
relative energy (zero: lowest compared OMol25 entry of this formula, charge and spin)	5.989	eV
highest occupied orbital energy	-7.54	eV
total energy	-18434.6901	eV
F_max	5.20	eV/A
structure (SMILES)	C#CC/[Si](C=C)=C/CC=C=C
orbital gap	7.96	eV

```
23
Properties=species:S:1:pos:R:3:forces:R:3:mulliken_charge:R:1
C -4.357975 -0.039580 -0.684100 -0.1 -0.3 0.5 -0.02
C 2.475505 0.101029 0.099926 1.6 -0.4 3.3 -0.41
C -3.430567 0.595104 -0.282003 -0.2 -0.7 -0.2 -0.52
C 1.946328 0.396833 -1.018695 -0.5 -0.8 -0.8 0.55
C 0.057439 -2.285788 0.312090 0.5 2.8 4.4 -0.60
C 1.951273 0.527391 1.492553 3.4 2.5 0.4 -0.51
C -0.667628 -1.306295 -0.176237 -0.9 0.2 -3.1 -0.24
C 0.626085 1.053606 1.623841 -4.5 1.9 -1.4 -0.52
C -2.316958 1.359964 0.150920 0.6 2.4 -0.7 -0.70
C 1.228830 0.392640 -2.099930 0.2 -1.0 0.5 -1.01
Si -0.685869 0.449317 0.527414 1.0 0.2 1.5 0.24
H -5.167740 -0.705067 -0.732002 -0.5 -0.3 -0.5 0.44
H 3.389844 -0.511756 0.288165 -0.5 0.8 -1.0 0.26
H 0.310147 -3.159100 -0.098967 0.4 -3.3 -2.1 0.35
H 0.491748 -2.203555 1.354869 -0.4 0.2 -1.1 0.19
H 2.719501 1.352497 1.977757 -1.5 -1.7 -1.5 0.26
H 2.173984 -0.257571 2.148352 0.1 -1.6 0.9 0.39
H -1.050076 -1.567848 -1.272780 0.4 1.1 2.3 0.27
H 0.458978 2.129427 2.062932 0.3 -2.3 -0.8 0.24
H -2.700319 2.105475 0.868226 0.5 -0.6 0.5 0.44
H -2.145362 2.103359 -0.684827 0.4 -0.8 0.4 0.32
H 0.746150 -0.499860 -2.462920 -0.4 -0.1 0.3 0.28
H 1.241497 1.202467 -2.726285 0.0 1.9 -1.6 0.31
```
Positions in Å, forces in eV/Å.

# 5
Computed, not measured: C3H3FO2Tm as an isolated structure, with wB97M-V/def2-TZVPD.

charge	+3
2S+1	3
highest occupied orbital energy (spin up / spin down)	-22.94 / -22.68	eV
total energy	-39463.1948	eV
F_max	4.47	eV/A
orbital gap (spin up / spin down)	9.15 / 4.61	eV

```
10
Properties=species:S:1:pos:R:3:forces:R:3:mulliken_charge:R:1
F -1.280806 0.785176 -3.016400 0.1 0.0 0.7 -0.39
H 1.714285 -0.489221 -1.111781 0.3 0.2 0.3 0.44
H 0.255945 1.799790 -0.199162 -0.1 0.4 -0.3 0.45
O -0.333935 0.381965 1.253816 0.2 1.8 -1.0 -0.18
O 0.920261 -1.233432 0.721825 1.3 0.1 -1.6 -0.18
C 0.378236 0.786954 0.145835 -2.6 2.7 2.0 0.19
C 1.158078 -0.242325 -0.200729 1.7 -4.0 -1.2 0.14
C 0.035910 -0.819838 1.584944 -0.4 -0.6 0.7 0.06
H -2.039025 1.260610 -2.761633 -0.1 0.0 -0.5 0.42
Tm -0.808946 -2.229680 3.583287 -0.3 -0.6 0.8 2.03
```
Positions in Å, forces in eV/Å.

# 6
Computed, not measured: a 15-piece molecular cluster, C17H23BBrCl42OP overall, with wB97M-V/def2-TZVPD.

charge	0
relative energy (zero: lowest compared OMol25 entry of this formula, charge and spin)	0.839	eV
highest occupied orbital energy	-9.66	eV
total energy	-625997.1873	eV
F_max	3.05	eV/A
orbital gap	8.38	eV

```
86
Properties=species:S:1:pos:R:3:forces:R:3:mulliken_charge:R:1
C 1.401261 2.849915 -2.249666 0.7 0.0 -0.8 -0.41
C 1.487423 4.357417 -2.673639 -0.4 0.0 1.1 -0.46
C 0.247400 5.214041 -2.214698 -0.1 0.3 -0.8 -0.27
Br 0.173150 5.293559 -0.231539 0.1 -0.1 -0.9 0.00
B -1.144236 4.768894 -2.879500 1.5 0.1 0.3 0.32
P -2.462326 3.626227 -2.046829 -1.9 0.8 2.3 0.33
O -2.965542 4.141429 -0.688806 0.8 -0.8 -1.7 -0.60
H 1.800693 2.248734 -3.098318 -0.2 0.2 0.6 0.12
H 0.375954 2.480169 -2.049347 0.6 0.3 0.1 0.07
H 2.078641 2.663922 -1.386599 -0.8 0.0 -0.4 0.16
H 1.612609 4.495835 -3.768733 0.0 -0.2 0.7 0.36
H 2.358941 4.788120 -2.119950 -0.5 -0.1 -0.8 0.17
H 0.447805 6.248158 -2.598863 -0.2 -0.7 0.7 0.31
H -1.339180 5.161966 -3.988883 -0.1 -0.1 0.1 -0.05
H -3.577841 3.593952 -2.954320 0.7 -0.3 0.0 0.04
H -1.987348 2.277551 -1.990253 0.0 0.4 -0.4 0.01
C -3.023642 1.268340 1.526194 0.1 0.2 0.0 0.03
Cl -3.309608 0.269454 0.096055 0.0 0.1 0.0 -0.17
Cl -3.874604 0.604578 2.927515 -0.1 0.0 0.0 -0.12
Cl -1.292358 1.390049 1.852087 -0.3 0.0 0.0 -0.04
H -3.405638 2.266820 1.330835 0.1 -0.1 -0.1 0.27
C -2.350040 0.021281 6.346027 0.0 0.1 0.1 0.39
Cl -3.803678 -0.859128 6.837196 0.1 0.0 -0.1 -0.08
Cl -1.932618 1.248973 7.545295 0.0 -0.1 -0.1 -0.14
Cl -1.000244 -1.094606 6.100470 0.0 0.1 0.0 -0.11
H -2.553540 0.519646 5.403255 0.0 -0.1 0.1 -0.06
C -1.118098 -4.851954 5.287318 -0.1 0.0 0.2 0.18
Cl -1.240693 -5.900488 6.702636 0.0 0.1 -0.1 -0.11
Cl -0.452457 -5.741489 3.909136 0.0 0.0 0.0 -0.15
Cl -2.695858 -4.169972 4.879287 0.1 0.0 0.0 -0.07
H -0.444490 -4.035441 5.524712 -0.1 -0.1 0.0 0.17
C 2.308091 -0.988477 -6.195934 0.1 0.0 0.0 0.70
Cl 3.274007 -1.928135 -5.052634 -0.1 0.1 -0.1 -0.11
Cl 0.806097 -0.441295 -5.441864 0.1 0.1 0.0 -0.13
Cl 3.245604 0.377945 -6.832424 -0.3 -0.5 0.0 -0.01
H 2.040432 -1.635257 -7.027565 0.2 0.3 0.4 -0.43
C 2.946428 -5.558070 2.157520 0.1 0.0 0.0 0.52
Cl 3.483980 -7.095106 1.470902 -0.1 0.1 0.1 -0.13
Cl 4.251101 -4.792441 3.070926 -0.1 0.0 0.0 -0.12
Cl 2.361613 -4.478145 0.885620 0.0 0.0 0.1 -0.10
H 2.126414 -5.757491 2.838440 0.1 0.0 -0.1 -0.17
C 3.150357 -3.112375 -9.816898 0.3 0.0 0.0 -0.02
Cl 4.114780 -4.042372 -8.665775 -0.1 0.0 -0.1 -0.11
Cl 1.659627 -2.537311 -9.057633 -0.2 -0.2 -0.4 -0.16
Cl 4.080307 -1.755440 -10.455529 -0.1 -0.1 0.0 -0.06
H 2.881774 -3.762777 -10.642023 0.0 0.1 0.1 0.35
C 0.830670 6.384984 3.771652 -0.1 0.0 0.1 0.33
Cl -0.011039 7.933856 3.650028 0.1 -0.1 0.0 -0.13
Cl 1.105597 5.956421 5.464680 0.0 0.0 -0.1 -0.13
Cl -0.082695 5.114687 2.947905 0.1 0.0 0.2 -0.09
H 1.794689 6.482243 3.283586 -0.1 0.0 0.0 -0.02
C 5.815003 2.383598 -4.201628 0.1 0.0 0.0 -0.07
Cl 6.225975 3.640693 -3.014220 0.0 -0.2 -0.5 -0.10
Cl 5.504633 0.838449 -3.402885 0.0 0.2 0.0 -0.09
Cl 4.449797 2.834049 -5.233175 0.2 0.4 0.4 -0.12
H 6.679039 2.265230 -4.846136 -0.1 0.0 0.1 0.38
C 3.968490 4.970425 1.002437 0.2 0.1 0.0 0.31
Cl 4.904244 4.531555 -0.440754 -0.5 0.1 0.4 -0.06
Cl 4.972515 4.800198 2.447635 -0.1 0.0 0.0 -0.13
Cl 3.340778 6.625225 0.893581 0.1 -0.2 0.0 -0.12
H 3.127439 4.288922 1.090231 0.0 0.1 -0.1 -0.05
C -7.127745 0.226505 8.084108 -0.1 0.0 0.1 0.14
Cl -6.525490 0.876260 9.613025 0.0 0.0 -0.1 -0.11
Cl -7.065817 -1.540262 8.090944 0.0 0.1 0.0 -0.12
Cl -8.773192 0.791206 7.771768 0.1 0.0 0.0 -0.13
H -6.486860 0.585781 7.286060 0.0 0.0 0.1 0.21
C -3.968558 -7.432221 3.393102 0.1 -0.2 0.0 0.69
Cl -4.093509 -8.480668 4.809475 0.0 0.1 -0.1 -0.11
Cl -3.304642 -8.320900 2.017341 0.0 0.1 0.1 -0.13
Cl -5.548279 -6.747318 2.985195 0.1 0.1 0.0 -0.17
H -3.292906 -6.616061 3.631418 -0.1 -0.1 0.0 -0.31
C 2.504541 -0.525129 1.775329 0.1 0.0 0.0 -0.06
Cl 3.412295 -0.923848 0.312990 -0.1 0.0 0.1 -0.09
Cl 3.527365 -0.687231 3.207094 -0.1 0.0 -0.1 -0.13
Cl 1.835706 1.107181 1.670196 0.2 0.0 0.0 0.04
H 1.680237 -1.225108 1.864569 0.1 0.1 0.0 0.25
C 4.358546 2.237671 -11.743638 0.1 0.1 0.1 0.00
Cl 4.333899 1.812747 -10.028200 0.0 0.0 -0.1 -0.06
Cl 4.335365 3.992409 -11.952067 0.0 -0.1 0.0 -0.13
Cl 5.772783 1.534969 -12.537466 -0.1 0.0 0.0 -0.12
H 3.468557 1.827727 -12.208338 0.1 0.0 0.0 0.30
C -8.013493 -7.798404 5.510598 -0.1 0.0 0.1 0.67
Cl -7.400693 -7.157725 7.039903 0.0 0.0 -0.1 -0.12
Cl -7.957665 -9.565216 5.508312 0.0 0.1 0.0 -0.12
Cl -9.659572 -7.226902 5.210905 0.1 0.0 0.0 -0.13
H -7.376462 -7.435172 4.711272 -0.1 -0.1 0.1 -0.28
```
Positions in Å, forces in eV/Å.